The following is a DFT calculation (the ωB97M-V functional and the def2-TZVPD basis) of a 12-piece molecular cluster, C48H68N4O32 overall in a non-equilibrium geometry.

Each line ends with the Löwdin charge.
CARTESIAN COORDINATES (ANGSTROEM)
C -5.227 4.294 -6.031  -0.023
O -5.693 4.023 -4.695  0.012
C -5.272 2.920 -4.106  -0.606
O -4.526 2.089 -4.590  0.102
O -5.715 2.917 -2.855  0.018
C -5.342 1.803 -1.975  -0.002
H -5.528 3.514 -6.808  0.128
H -4.202 4.513 -6.004  0.039
H -5.716 5.246 -6.314  0.101
H -4.335 1.492 -2.107  0.055
H -5.957 0.934 -1.995  0.081
H -5.509 2.212 -0.971  0.094
C 3.028 -1.823 -1.100  -0.012
O 1.702 -1.261 -0.904  0.019
C 1.359 -0.179 -1.583  -0.563
O 0.408 0.497 -1.304  0.138
O 2.168 -0.026 -2.684  -0.054
C 1.653 0.944 -3.589  -0.026
H 3.703 -1.066 -1.434  0.079
H 3.089 -2.675 -1.687  0.059
H 3.480 -2.095 -0.097  0.097
H 1.020 1.667 -3.070  0.075
H 1.102 0.421 -4.404  0.103
H 2.528 1.485 -3.902  0.071
C 0.506 -4.359 0.151  0.009
O 0.079 -5.549 0.901  -0.038
C -1.192 -5.964 0.741  -0.620
O -1.980 -5.559 -0.073  0.130
O -1.460 -6.897 1.631  0.001
C -0.519 -7.415 2.534  -0.062
H -0.334 -3.620 0.039  0.091
H 0.944 -4.654 -0.852  0.112
H 1.276 -4.019 0.773  0.060
H -0.123 -6.728 3.268  0.084
H 0.292 -7.942 1.911  0.126
H -1.037 -8.188 3.121  0.094
C 2.228 -0.305 5.939  0.023
O 3.595 0.290 5.806  0.010
C 3.703 1.338 5.037  -0.661
O 2.855 1.757 4.296  0.092
O 4.868 1.940 5.263  0.008
C 5.078 3.120 4.482  -0.030
H 1.395 0.460 5.984  0.110
H 2.337 -0.785 6.874  0.080
H 2.011 -0.997 5.109  0.069
H 4.159 3.560 4.169  0.074
H 5.795 2.936 3.656  0.099
H 5.591 3.818 5.199  0.110
C -1.172 -3.424 4.961  -0.010
O -2.299 -2.692 5.518  0.004
C -2.009 -1.428 5.850  -0.653
O -0.953 -0.902 5.708  0.103
O -3.027 -0.864 6.456  -0.010
C -2.930 0.551 6.911  -0.001
H -0.862 -4.159 5.733  0.104
H -0.382 -2.729 4.693  0.079
H -1.545 -3.930 4.066  0.069
H -3.850 0.738 7.505  0.090
H -2.918 1.174 5.934  0.120
H -2.052 0.752 7.574  0.097
C -5.281 -1.111 1.235  -0.006
O -4.088 -1.918 1.484  -0.009
C -4.277 -3.058 2.179  -0.559
O -3.332 -3.708 2.615  0.096
O -5.560 -3.414 2.333  -0.036
C -5.778 -4.590 3.197  0.017
H -4.817 -0.131 1.295  0.089
H -5.940 -1.181 2.068  0.077
H -5.861 -1.408 0.356  0.104
H -5.136 -5.413 2.847  0.104
H -6.819 -4.772 2.912  0.099
H -5.650 -4.379 4.210  0.074
C -0.948 -4.084 -3.853  -0.005
O -0.051 -4.111 -4.981  0.015
C 1.006 -3.375 -4.815  -0.648
O 1.527 -3.041 -3.772  0.118
O 1.455 -3.012 -6.025  -0.019
C 2.758 -2.400 -6.208  -0.017
H -0.894 -3.059 -3.423  0.101
H -0.725 -4.811 -3.114  0.077
H -1.953 -4.340 -4.209  0.107
H 2.879 -2.102 -7.282  0.108
H 3.579 -3.035 -5.889  0.090
H 2.799 -1.498 -5.604  0.076
C 4.879 1.952 -2.731  -0.019
O 3.797 2.027 -1.834  -0.026
C 3.954 2.396 -0.604  -0.645
O 4.980 2.840 -0.164  0.122
O 2.764 2.171 -0.017  0.000
C 2.752 2.701 1.331  -0.013
H 4.867 0.922 -3.173  0.113
H 5.790 2.053 -2.253  0.066
H 4.618 2.711 -3.490  0.114
H 3.388 2.151 2.034  0.064
H 1.690 2.766 1.565  0.090
H 3.279 3.689 1.309  0.106
C 0.924 4.808 -1.541  -0.068
C -0.158 4.160 -2.129  -0.025
C -1.414 4.311 -1.494  0.024
C -1.450 5.023 -0.313  -0.156
C -0.381 5.769 0.224  0.010
C 0.820 5.634 -0.430  -0.076
N -2.780 5.139 0.283  -0.317
O -3.689 4.372 -0.111  0.024
O -3.051 5.993 1.133  0.062
H 1.888 4.820 -2.007  0.102
H -0.103 3.635 -3.093  0.099
H -2.306 3.928 -1.954  0.114
H -0.537 6.317 1.141  0.119
H 1.693 6.108 -0.013  0.108
C 7.175 0.109 2.942  -0.062
C 6.771 -0.718 4.021  -0.045
C 5.553 -1.301 3.913  -0.035
C 4.689 -1.023 2.875  -0.153
C 5.031 -0.161 1.892  -0.008
C 6.327 0.356 1.897  -0.071
N 3.339 -1.640 2.935  -0.330
O 2.591 -1.303 2.097  0.114
O 3.236 -2.518 3.804  0.051
H 8.219 0.478 2.892  0.119
H 7.408 -1.109 4.806  0.116
H 5.193 -1.980 4.677  0.126
H 4.398 0.052 1.006  0.124
H 6.612 1.051 1.111  0.107
C -1.252 -0.883 -5.672  -0.087
C -1.079 -0.305 -6.918  -0.032
C -1.214 1.134 -7.047  0.025
C -1.623 1.763 -5.911  -0.183
C -1.851 1.193 -4.684  -0.018
C -1.720 -0.193 -4.552  -0.029
N -1.931 3.198 -6.061  -0.307
O -2.174 3.627 -7.230  0.033
O -1.932 3.915 -5.086  0.072
H -1.273 -1.976 -5.701  0.101
H -0.812 -0.951 -7.745  0.105
H -1.127 1.659 -7.982  0.112
H -2.247 1.827 -3.863  0.118
H -1.764 -0.706 -3.615  0.084
C -0.675 1.875 2.770  -0.072
C -1.752 2.298 1.996  -0.058
C -2.152 1.507 0.939  -0.016
C -1.608 0.269 0.778  -0.167
C -0.531 -0.156 1.532  0.013
C -0.144 0.608 2.610  -0.056
N -1.922 -0.572 -0.379  -0.308
O -1.708 -1.750 -0.319  0.093
O -2.410 0.020 -1.385  0.023
H -0.276 2.438 3.601  0.109
H -2.297 3.177 2.315  0.107
H -2.955 1.904 0.351  0.098
H -0.134 -1.092 1.206  0.107
H 0.631 0.269 3.295  0.093

Atomic forces in eV per Å
-2.0 0.0 -0.9
-0.5 0.2 -0.4
1.2 -0.7 0.1
-0.7 0.4 0.0
-0.4 -1.0 0.6
-0.3 1.7 0.7
0.6 0.8 1.3
1.5 -0.2 -0.1
0.0 -0.6 0.2
0.9 0.0 -0.2
-0.9 -0.5 -0.9
0.4 0.1 -0.3
0.6 1.3 3.0
0.9 -0.7 0.6
0.4 -0.4 -1.2
0.4 -0.2 -0.1
-1.4 0.1 1.0
-0.1 0.1 -0.3
0.3 0.5 -0.7
-0.6 -1.4 -1.5
-1.1 0.2 -0.8
-0.1 -0.3 -0.1
0.5 0.5 0.5
0.2 0.1 -0.8
-1.4 -1.0 -1.3
-0.1 0.7 -0.7
0.8 0.9 -0.4
0.3 -0.3 0.3
-1.6 -0.4 0.3
1.3 -2.0 -0.7
0.9 -0.9 0.1
-0.7 0.3 1.1
1.1 1.0 0.7
0.2 0.6 -0.3
-0.8 0.9 1.3
0.0 0.2 -0.4
0.0 1.4 -1.0
-1.1 -1.0 0.5
-0.3 0.6 0.2
-0.6 0.0 -0.6
0.2 -0.2 -0.4
2.1 0.8 1.1
1.3 -0.6 -0.1
-0.3 -0.8 0.8
0.3 0.3 0.5
-0.6 0.1 -0.4
-0.7 -0.1 0.3
-0.5 -0.5 -0.8
-0.5 -0.5 0.2
0.2 0.4 -0.1
-0.2 -0.8 0.5
1.8 1.0 -0.5
-1.5 1.0 1.1
0.1 -0.1 -1.5
0.0 0.5 -0.5
0.1 -0.2 0.1
0.0 0.1 0.3
0.6 -0.3 -0.7
0.1 -0.7 1.9
-0.5 -0.4 -0.9
1.1 0.1 0.5
-1.3 -1.0 0.3
1.8 -1.0 0.5
-1.5 1.1 -0.7
0.6 0.0 0.6
-0.6 -0.1 -3.3
-0.6 0.4 -0.9
-0.5 -0.1 0.7
0.6 0.2 -0.2
-0.2 0.4 0.3
0.2 -0.4 0.6
0.3 0.5 1.5
-0.7 1.1 -0.2
-1.3 -0.6 0.1
2.3 1.2 0.1
-0.4 -0.2 -0.3
0.5 -0.3 -1.1
-0.6 0.6 0.1
-0.3 -0.8 -0.1
0.7 -0.6 0.7
0.3 0.4 -0.2
-0.4 -0.6 1.0
-0.1 -0.4 0.0
0.0 0.1 0.1
-1.8 -0.9 -1.7
-0.9 -0.9 -1.3
-0.5 -0.2 0.1
0.1 0.2 1.0
1.4 0.5 0.9
0.6 1.1 -0.2
-0.2 0.9 0.1
1.8 0.8 0.9
0.9 -0.4 0.1
-0.7 -0.5 -0.3
0.4 0.0 0.4
-0.9 -0.4 0.0
0.1 0.2 -0.7
-0.8 0.5 0.5
1.7 -0.2 -0.6
-0.4 0.8 0.0
-1.1 -1.2 -0.2
-0.2 -0.3 0.6
-3.2 -0.1 0.7
1.9 0.7 0.2
1.4 -0.6 -0.8
0.4 -0.4 -0.4
0.1 0.3 0.6
-0.2 -0.2 0.2
0.1 0.1 -0.1
0.2 0.2 -0.2
1.5 -0.4 1.0
0.9 0.0 -1.4
-1.1 -0.8 1.1
-0.4 -0.1 1.0
0.0 0.6 -2.2
-0.4 0.8 -0.2
3.8 -1.3 1.8
-2.7 0.3 -1.3
-1.3 0.8 -1.1
-0.9 -0.1 0.2
0.2 0.7 0.0
0.2 0.1 -0.1
0.2 -0.2 1.0
0.0 -0.3 0.0
-1.3 -1.0 -0.6
0.4 2.4 0.0
0.0 -3.3 -0.1
-0.3 1.3 -0.3
-0.7 -0.5 1.6
1.4 1.0 -0.9
-0.3 1.2 -2.4
0.5 -1.0 2.6
0.0 -0.1 0.1
0.4 0.3 0.5
0.0 0.3 -0.1
0.1 0.0 -0.1
0.5 -0.6 -0.7
-0.6 0.0 0.5
-0.4 -0.3 0.7
0.8 -0.1 0.8
-1.3 0.8 0.3
1.3 -0.2 -0.6
-1.0 -0.4 0.1
1.0 -0.1 -0.2
-1.4 1.8 -1.8
0.2 -0.2 -0.2
0.7 -1.3 1.9
-0.2 0.4 0.0
0.1 0.2 -0.5
-0.3 -0.3 -0.5
0.6 -0.5 0.5
-0.1 0.1 -0.3

E_HOMO = -9.3 eV
DFT total energy = -122345.719 eV
SMILES string = O=[N+]([O-])c1ccccc1.O=[N+]([O-])c1ccccc1.O=[N+]([O-])c1ccccc1.O=[N+]([O-])c1ccccc1.COC(=O)OC.COC(=O)OC.COC(=O)OC.COC(=O)OC.COC(=O)OC.COC(=O)OC.COC(=O)OC.COC(=O)OC
frontier orbital gap = 8.82 eV
lowest unoccupied orbital energy = -0.0187 hartree

The following is a DFT calculation (the ωB97M-V functional and the def2-TZVPD basis) of a 2-piece molecular cluster, CFN4S overall in a non-equilibrium geometry.

Each line ends with the Löwdin charge.
CARTESIAN COORDINATES (ANGSTROEM)
C -0.336 0.075 -0.014  -0.179
N -1.173 -0.904 -0.343  -0.073
N -0.887 1.270 0.253  -0.069
N -2.319 -0.316 -0.130  -0.146
N -2.158 0.949 0.178  -0.147
F 3.805 -1.218 0.348  -0.720
S 3.068 0.145 -0.292  0.333

Atomic forces in eV per Å
-1.1 0.7 -0.3
2.6 -0.8 0.3
2.2 -0.5 -0.1
-1.3 -0.2 -0.5
-0.8 0.7 0.6
-0.5 0.5 -0.2
-1.1 -0.5 0.3

ΔE to the lowest compared entry with this formula, charge and spin = 444.8 kJ/mol
E_HOMO (spin up / spin down) = -5.0 / -5.0 eV
DFT total energy = -20545.263 eV
frontier orbital gap (spin up / spin down) = 5.72 / 5.71 eV
total charge = -1
lowest unoccupied orbital energy (spin up / spin down) = 0.0263 / 0.0261 hartree

The following is a DFT calculation (the ωB97M-V functional and the def2-TZVPD basis) of a 2-piece molecular cluster, C10H17N2O overall in a non-equilibrium geometry.

Each line ends with the Löwdin charge.
CARTESIAN COORDINATES (ANGSTROEM)
C 3.008 -1.403 -0.508  -0.068
C 3.111 -1.113 0.966  -0.145
C -2.438 0.699 1.013  -0.040
C -2.135 -1.123 -1.027  -0.105
C -1.100 1.359 0.457  -0.129
C -0.926 -0.219 -1.444  -0.085
C -0.820 -1.060 0.820  -0.080
C -2.311 -0.802 0.484  -0.223
C -0.478 0.156 -0.021  -0.124
C 2.133 0.540 -0.263  -0.318
N 2.608 -0.389 -1.167  0.096
N 2.617 1.948 -0.513  0.252
O 2.784 0.268 1.019  -0.103
H 3.317 -2.385 -1.009  0.154
H 2.491 -1.567 1.714  0.118
H 4.024 -1.182 1.476  0.111
H -2.320 0.802 2.027  0.087
H -3.421 1.039 0.610  0.139
H -3.147 -1.040 -1.529  0.142
H -1.880 -2.139 -1.147  0.097
H -1.516 2.144 -0.146  0.125
H -0.620 1.780 1.229  0.076
H -0.261 -0.747 -1.933  0.051
H -1.375 0.511 -2.101  0.123
H -0.461 -0.748 1.780  0.117
H -0.355 -2.042 0.597  0.145
H -2.974 -1.392 0.932  0.097
H 3.610 1.943 -0.376  0.154
H 2.117 2.551 0.120  0.156
H 2.424 2.169 -1.506  0.181

Atomic forces in eV per Å
1.1 -1.7 -0.4
-0.9 1.0 0.5
-0.6 -1.6 -4.0
-2.5 1.7 0.1
-3.3 -0.2 -0.6
-4.0 1.6 2.5
1.5 0.8 1.0
3.8 1.6 -0.4
1.7 -0.7 -4.2
-1.1 -0.2 2.7
-0.4 -0.5 -0.7
-1.2 -1.1 -1.8
-1.1 0.9 -1.4
-0.4 1.7 0.8
-1.2 -1.1 -0.3
2.1 -0.5 -0.2
-0.6 -0.4 2.5
1.0 0.6 0.5
1.4 0.5 -0.1
0.3 -1.3 0.2
1.0 0.2 -1.3
1.8 1.5 3.0
3.5 -2.6 -2.5
0.6 1.0 0.2
-0.4 -0.4 1.2
-0.5 0.7 -0.4
-2.6 -2.6 1.9
1.0 0.4 0.4
0.1 0.5 0.2
0.0 0.2 0.6

ΔE to the lowest compared entry with this formula, charge and spin = 605.3 kJ/mol
E_HOMO (spin up / spin down) = -11.5 / -11.5 eV
DFT total energy = -15661.038 eV
frontier orbital gap (spin up / spin down) = 7.61 / 7.60 eV
total charge = +1
lowest unoccupied orbital energy (spin up / spin down) = -0.1442 / -0.1444 hartree